{"formula": "C4H9NO", "method": "wB97M-V/def2-TZVPD", "elements": ["O", "N", "C", "C", "C", "C", "H", "H", "H", "H", "H", "H", "H", "H", "H"], "xyz": [[-1.318, -1.586, -0.692], [0.424, -0.799, -1.912], [0.148, 1.516, 0.006], [-0.337, -0.500, 1.693], [0.223, 0.007, 0.371], [-0.382, -0.831, -0.776], [0.132, 2.102, 0.923], [0.825, 0.034, -2.189], [-1.418, -0.503, 1.654], [-0.749, 1.721, -0.560], [-0.035, 0.091, 2.557], [1.050, 1.794, -0.534], [1.282, -0.231, 0.324], [0.088, -1.320, -2.711], [0.067, -1.494, 1.847]], "nbo_charge": [-0.590, -0.840, -0.609, -0.602, -0.312, 0.692, 0.219, 0.376, 0.224, 0.211, 0.205, 0.207, 0.212, 0.388, 0.219], "energy_ev": -7831.934, "gap_ha": 0.3931, "homo_ev": -9.79, "e_above_lowest_ev": 0.386, "smiles": "CC(C)C(N)=O"}